Density functional theory data (ωB97M-V/def2-TZVPD) for a molecular structure, C54H70N3O4SeZr.

Spin multiplicity: 1
Electronic energy in eV: -136420.8784
HOMO-LUMO gap in eV: 6.2
E_HOMO in eV: -9.64
Total charge: +1
ΔE to the lowest compared entry with this formula, charge and spin in eV: 0.7270

Last column: Mulliken charge in e.
Atoms and positions in Å:
H (-5.243, -0.575, -3.558)  0.384
C (0.615, 4.134, 3.552)  -0.615
C (3.718, 1.477, 1.778)  0.010
H (-6.476, 2.169, -4.161)  0.464
C (-0.826, -2.129, 7.043)  -0.433
C (-2.678, -0.840, 4.841)  -0.408
H (-6.039, 1.632, -2.533)  0.348
H (-4.547, 0.174, 4.797)  0.451
C (2.987, 0.291, 1.652)  1.880
C (1.891, -3.745, -6.379)  -1.676
C (-0.568, -3.513, -6.116)  -1.948
H (0.533, -2.213, -8.208)  0.465
C (3.851, 1.136, -4.680)  -1.849
H (-3.406, 4.857, -1.081)  0.286
H (0.070, 5.225, 0.002)  0.673
O (-1.153, -4.390, 7.475)  -0.429
H (2.650, -2.568, -1.154)  0.292
H (-1.401, 3.996, 4.355)  0.327
H (-5.433, 3.170, -3.154)  0.295
H (3.787, -1.593, -0.211)  0.348
Zr (0.960, 0.015, 0.611)  -0.053
H (1.939, -4.497, -5.589)  0.353
H (-4.177, 1.090, 2.521)  0.541
O (-0.260, 1.445, -0.145)  1.292
C (-0.810, 4.662, 3.727)  -0.973
H (-1.311, 0.618, 8.938)  0.411
C (1.191, -3.405, 0.854)  -1.076
H (-0.454, -0.051, 6.706)  0.599
C (-3.420, 0.459, 2.971)  -0.879
C (-1.282, -0.654, 2.814)  0.218
C (0.634, 2.826, 2.911)  0.306
C (2.156, -1.273, -4.617)  -0.648
H (3.368, 2.384, 1.290)  0.622
H (3.025, 1.849, -4.651)  0.384
H (-4.067, -0.549, -4.883)  0.324
C (-1.253, -3.121, 7.931)  1.052
H (-5.698, 0.063, -5.135)  0.435
H (5.445, 2.476, 2.573)  0.478
H (2.860, -3.247, -6.429)  0.293
H (-3.093, 1.650, -5.690)  0.308
H (-0.778, 5.641, 4.200)  0.381
H (1.650, -1.165, -7.333)  0.304
H (3.406, -3.004, 2.306)  0.664
H (0.801, -3.572, -0.149)  0.259
C (1.003, -2.033, -4.790)  -0.421
H (0.117, -2.505, 3.823)  0.448
H (-1.795, 4.976, -3.108)  0.323
N (2.080, -2.233, 0.851)  1.147
H (0.317, -3.358, 5.854)  0.364
H (-3.687, 3.179, -5.040)  0.311
H (3.689, -3.352, 0.059)  0.447
C (-1.778, 2.683, -1.548)  0.118
C (0.116, -2.088, -3.724)  -0.588
H (1.731, -4.258, -7.329)  0.477
H (-2.847, -1.255, 5.824)  0.500
C (2.491, -0.570, -3.460)  0.693
H (1.970, -2.187, 2.931)  -0.274
C (-1.488, -1.163, 4.137)  -0.026
C (-1.348, 4.101, -1.142)  2.329
H (-3.252, 3.502, -2.836)  0.345
C (-4.884, 0.002, -4.412)  -2.013
C (-4.451, 1.411, -4.006)  2.028
C (-1.222, 1.476, -1.077)  0.026
C (0.411, -1.408, -2.555)  0.495
H (-0.946, -5.436, 9.262)  0.394
H (4.984, 1.632, -2.365)  0.614
H (-1.420, -2.848, -5.962)  0.266
H (-0.705, -4.005, -7.080)  0.428
H (-0.667, 5.906, -2.127)  0.491
C (-1.302, -0.423, 8.649)  -0.847
C (5.372, 0.414, 3.161)  -0.808
H (-2.075, -3.484, 9.885)  0.418
H (4.123, 0.517, -1.301)  0.303
O (-0.199, -0.937, 2.160)  -0.366
C (-2.529, 4.787, -0.438)  -1.821
C (3.117, -2.448, -0.179)  -1.230
C (4.046, 1.091, -2.223)  -2.057
C (3.813, 0.209, -3.455)  2.075
H (3.248, 1.824, -2.094)  0.267
H (-0.360, 3.672, 0.746)  -0.315
C (2.751, -2.134, 2.168)  -0.480
C (3.514, -0.837, 2.289)  -0.065
C (1.586, -0.658, -2.390)  -0.381
H (1.738, -4.304, 1.161)  0.380
H (-4.754, 2.169, -6.016)  0.462
H (5.928, -0.268, -3.557)  0.484
C (-2.749, 0.215, -2.512)  -0.559
H (-1.306, 4.760, 2.763)  0.150
H (-0.588, -4.287, -5.346)  0.387
H (5.053, -1.673, 3.540)  0.448
C (-3.326, 1.388, -2.974)  -0.628
C (-1.717, 0.270, -1.591)  0.585
H (-2.816, 4.231, 0.458)  0.277
C (-0.823, -0.793, 7.403)  -0.016
C (-2.812, 2.581, -2.474)  -0.669
H (-1.375, -6.363, 7.805)  0.245
C (0.711, -1.715, -7.253)  -1.536
C (-0.531, -2.093, 4.588)  -0.205
C (-3.965, 2.148, -5.262)  -1.546
H (2.850, -1.223, -5.446)  0.364
H (-0.089, -0.991, -7.089)  0.313
H (4.969, -1.462, -2.674)  0.216
H (-0.807, -2.647, -3.794)  0.614
C (-1.548, -5.442, 8.352)  -0.950
C (-2.289, 0.170, 2.258)  -0.056
H (-2.140, 0.573, 1.264)  0.378
H (3.793, 0.591, -5.622)  0.336
N (0.633, 1.795, 2.412)  -0.443
H (0.743, 3.712, -0.625)  0.230
C (-0.147, 4.172, -0.195)  -1.738
N (-0.309, -2.564, 5.789)  0.042
H (-2.252, 5.801, -0.140)  0.486
H (4.786, 1.700, -4.685)  0.493
H (-3.082, -0.749, -2.871)  0.517
H (-0.133, 4.417, -2.918)  0.353
C (-5.669, 2.140, -3.425)  -1.650
H (4.910, -1.413, -4.437)  0.303
C (0.755, -2.747, -6.117)  1.884
H (1.208, 4.800, 2.922)  0.281
O (1.799, -0.085, -1.204)  -1.366
C (4.972, -0.796, -3.539)  -1.635
H (-2.607, -5.360, 8.602)  0.401
H (0.355, -3.235, 1.530)  0.102
C (-1.756, -1.399, 9.524)  -0.756
Se (-0.843, -1.375, -1.108)  0.107
H (6.285, 0.461, 3.740)  0.396
C (-1.729, -2.743, 9.181)  -0.566
C (-3.630, -0.050, 4.269)  -1.150
C (-0.969, 4.893, -2.403)  -1.754
C (4.895, 1.545, 2.510)  -0.950
H (-2.130, -1.114, 10.498)  0.398
H (1.137, 4.040, 4.506)  0.425
C (4.677, -0.780, 3.051)  -0.965